[1]
# CH2N3O2P

The molecule CH2N3O2P at a distorted geometry (ωB97M-V with the def2-TZVPD basis set, the OMol25 dataset).

Geometry as XYZ:
```
9
Properties=species:S:1:pos:R:3:forces:R:3
N -0.269 -1.102 -2.607 -0.20 -0.37 -0.30
C 0.135 -0.778 -1.584 0.64 1.24 0.92
P 0.955 0.085 -0.160 -1.45 -0.67 -0.95
N 0.543 -0.986 1.036 0.11 0.05 1.16
N -0.501 1.404 -0.049 1.90 -2.82 0.82
O -1.193 1.151 0.923 -0.67 1.56 -0.80
O -0.486 2.273 -0.867 -0.97 0.77 0.19
H -0.349 -1.214 1.498 0.12 0.34 -1.29
H 1.165 -0.834 1.810 0.52 -0.09 0.24
```
Positions in Å, forces in eV/Å.

## Properties
**SMILES**: N#CP(N)[N+](=O)[O-]
**Highest occupied orbital energy**: -10.41 eV
**LUMO**: -0.14 eV

=====

[2]
# CH2N3O2P

The molecule CH2N3O2P at a distorted geometry (ωB97M-V with the def2-TZVPD basis set, the OMol25 dataset).

Geometry as XYZ:
```
9
Properties=species:S:1:pos:R:3:forces:R:3
N 0.972 2.718 -1.035 0.30 1.96 -0.81
C 0.749 1.718 -0.547 -0.25 -4.73 1.23
P 0.850 -0.282 0.193 -1.04 2.11 -0.16
N 0.143 -1.420 -0.789 1.74 -0.92 -0.62
N -0.685 0.199 1.301 1.19 -0.61 -0.37
O -1.788 0.378 0.859 -0.06 -0.06 -0.19
O -0.345 0.244 2.465 -0.22 0.17 0.04
H 0.821 -2.194 -1.127 -1.65 1.94 0.77
H -0.716 -1.362 -1.321 0.00 0.14 0.11
```
Positions in Å, forces in eV/Å.

## Properties
**SMILES**: N#CP(N)[N+](=O)[O-]
**Highest occupied orbital energy**: -10.88 eV
**LUMO**: -0.29 eV

=====

[3]
# CH2N3O2P

The molecule CH2N3O2P at a distorted geometry (ωB97M-V with the def2-TZVPD basis set, the OMol25 dataset).

Geometry as XYZ:
```
9
Properties=species:S:1:pos:R:3:forces:R:3
N -2.242 0.468 -2.647 -0.18 0.36 -0.75
C -2.026 0.399 -1.525 -0.62 -0.36 -0.28
P -1.632 0.050 0.147 0.83 -2.14 -0.65
N -0.060 0.446 -0.087 0.95 1.28 2.76
O -1.228 -1.971 -0.380 -0.47 1.47 0.64
N -1.410 -3.180 -0.941 0.01 -1.00 -0.56
O -2.294 -3.462 -1.681 0.35 1.49 1.00
H 0.393 0.484 -0.951 0.35 -0.15 -1.66
H 0.570 0.864 0.633 -1.22 -0.95 -0.50
```
Positions in Å, forces in eV/Å.

## Properties
**SMILES**: N#CP(N)ON=O
**Highest occupied orbital energy (spin up / spin down)**: -9.04 / -9.04 eV
**LUMO (spin up / spin down)**: -1.19 / -1.20 eV

=====

[4]
# CH2N3O3S

A structure of composition CH2N3O3S at a distorted geometry (ωB97M-V with the def2-TZVPD basis set, the OMol25 dataset).

Geometry as XYZ:
```
10
Properties=species:S:1:pos:R:3:forces:R:3
C -1.213 -0.304 -0.653 -0.78 -0.24 -0.20
N -1.977 0.518 -0.019 -0.27 -0.16 -0.57
N -1.092 0.407 1.118 -2.04 -3.52 -0.05
N -0.312 -0.588 0.347 0.97 0.83 0.46
O 2.037 -1.521 -0.021 -1.08 1.85 -0.07
O 1.329 0.490 -1.328 -0.21 -1.04 1.11
O 1.775 0.717 1.056 -0.63 -0.95 -0.40
S 1.375 -0.197 -0.020 1.72 -0.06 -0.47
H -1.270 -0.765 -1.625 -0.15 0.07 -0.14
H -0.653 1.243 1.145 2.46 3.23 0.32
```
Positions in Å, forces in eV/Å.

## Properties
**Highest occupied orbital energy**: -5.61 eV
**LUMO**: 4.20 eV
**Charge**: -1

=====

[5]
# CH2N4

The molecule CH2N4 at a distorted geometry (ωB97M-V with the def2-TZVPD basis set, the OMol25 dataset).

Geometry as XYZ:
```
7
Properties=species:S:1:pos:R:3:forces:R:3
C -0.867 0.681 0.207 1.78 0.09 -0.42
N 0.007 0.802 -0.751 -2.15 4.86 -2.75
N 0.842 -0.152 -0.737 2.92 -0.39 -3.25
N 0.609 -0.918 0.209 2.70 -3.69 1.22
N -0.397 -0.451 0.771 -6.29 1.88 6.49
H -1.554 1.485 0.551 0.42 -1.38 -0.25
H -0.666 -0.539 1.768 0.62 -1.37 -1.05
```
Positions in Å, forces in eV/Å.

## Properties
**SMILES**: c1nnn[nH]1
**Highest occupied orbital energy**: -10.29 eV
**LUMO**: 0.65 eV

=====

[6]
# CH2N4O

A structure of composition CH2N4O at a distorted geometry (ωB97M-V with the def2-TZVPD basis set, the OMol25 dataset).

Geometry as XYZ:
```
8
Properties=species:S:1:pos:R:3:forces:R:3
N -0.068 1.155 -0.885 -0.11 -0.37 0.05
C 0.094 -0.072 -0.307 -0.13 -0.22 1.74
N 0.370 -1.243 -0.677 -0.15 0.12 1.52
O 0.383 -1.990 1.007 0.00 0.95 -2.09
N 0.114 -1.011 1.737 -0.08 0.35 0.08
N -0.077 0.096 1.265 0.20 -0.42 -1.33
H -0.533 1.815 -0.274 0.16 -0.10 -0.15
H -0.283 1.250 -1.867 0.12 -0.31 0.17
```
Positions in Å, forces in eV/Å.

## Properties
**Highest occupied orbital energy**: -10.64 eV
**LUMO**: -0.41 eV

=====

[7]
# CH2N4O2

The molecule CH2N4O2 at a distorted geometry (ωB97M-V with the def2-TZVPD basis set, the OMol25 dataset).

Geometry as XYZ:
```
9
Properties=species:S:1:pos:R:3:forces:R:3
H -2.388 -1.252 -0.663 1.20 -0.87 1.36
N -1.648 -1.398 0.111 1.39 5.04 -2.85
C -0.751 -0.427 -0.238 0.85 -3.19 1.83
O -0.352 0.133 -1.351 -1.50 0.86 -3.03
N 0.953 0.980 -1.256 -1.34 -3.50 5.03
N 1.272 0.668 -0.050 0.53 2.04 -3.46
N 0.442 -0.144 0.571 -0.88 0.49 0.11
O 0.298 0.326 1.857 -0.64 -4.42 2.77
H 0.194 -0.601 2.416 0.38 3.54 -1.76
```
Positions in Å, forces in eV/Å.

## Properties
**SMILES**: [H]/N=c1\onnn1O
**Highest occupied orbital energy**: -9.87 eV
**LUMO**: -0.21 eV

=====

[8]
# CH2N4O2

The molecule CH2N4O2 at a distorted geometry (ωB97M-V with the def2-TZVPD basis set, the OMol25 dataset).

Geometry as XYZ:
```
9
Properties=species:S:1:pos:R:3:forces:R:3
N 0.020 0.143 -1.585 0.69 2.70 1.99
N -0.002 0.285 -0.231 -1.88 1.33 1.95
O -1.389 0.648 0.387 1.24 0.11 -3.92
N -1.293 0.454 1.616 1.32 -0.46 2.84
N -0.195 -0.045 2.014 0.20 -0.46 -0.53
C 0.602 -0.384 0.862 -1.56 -0.51 -2.55
O 1.453 -1.204 0.622 0.44 0.55 1.43
H 0.137 -0.823 -1.757 0.70 -0.91 -1.16
H 0.667 0.925 -1.927 -1.15 -2.34 -0.04
```
Positions in Å, forces in eV/Å.

## Properties
**SMILES**: Nn1onnc1=O
**Highest occupied orbital energy**: -10.37 eV
**LUMO**: 0.02 eV

=====

[9]
# CH2N4S

The molecule CH2N4S at a distorted geometry (ωB97M-V with the def2-TZVPD basis set, the OMol25 dataset).

Geometry as XYZ:
```
8
Properties=species:S:1:pos:R:3:forces:R:3
C 0.291 0.139 0.044 -4.72 -0.79 -0.07
N -1.054 -1.558 0.001 -1.26 2.38 0.73
N -0.596 1.043 0.037 1.60 -0.42 -0.09
N -2.122 -0.969 0.079 3.18 -2.71 -0.81
N 1.598 0.170 0.132 2.24 2.42 -0.97
S -2.187 0.683 -0.012 -0.39 1.48 0.33
H 2.073 -0.693 -0.157 -0.02 1.01 0.19
H 1.998 1.185 -0.124 -0.63 -3.37 0.69
```
Positions in Å, forces in eV/Å.

## Properties
**Highest occupied orbital energy**: -8.69 eV
**LUMO**: 0.31 eV

=====

[10]
# CH2N4S

The molecule CH2N4S at a distorted geometry (ωB97M-V with the def2-TZVPD basis set, the OMol25 dataset).

Geometry as XYZ:
```
8
Properties=species:S:1:pos:R:3:forces:R:3
C 1.060 -0.209 -0.139 1.49 -0.79 0.07
N 0.106 -0.279 -1.158 0.40 0.27 -2.55
N -1.111 1.378 -0.386 0.08 2.12 -1.88
N -1.493 0.669 0.404 -0.11 1.12 0.24
N -1.515 -0.339 1.014 -0.67 -2.99 2.17
S -0.235 -1.375 -0.070 -0.47 -0.76 0.97
H 2.112 -0.424 -0.171 0.44 -1.31 -1.09
H 1.074 0.580 0.506 -1.17 2.35 2.07
```
Positions in Å, forces in eV/Å.

## Properties
**Highest occupied orbital energy**: -9.58 eV
**LUMO**: 0.16 eV

=====

[11]
# CH2N5

A structure of composition CH2N5 at a distorted geometry (ωB97M-V with the def2-TZVPD basis set, the OMol25 dataset).

Geometry as XYZ:
```
8
Properties=species:S:1:pos:R:3:forces:R:3
C -1.439 -0.414 0.720 2.94 1.72 -1.89
N -1.975 -1.151 -0.217 0.24 -0.61 -0.34
N -2.073 -0.494 1.901 2.16 1.38 -0.39
N -2.952 -1.795 0.415 -0.69 -0.10 -0.26
N -3.002 -1.372 1.645 -1.49 -1.21 0.54
N 0.013 0.474 -0.100 -4.03 0.45 4.24
H -0.657 1.247 -0.297 1.00 -0.10 0.06
H -0.149 -0.077 -0.884 -0.12 -1.54 -1.96
```
Positions in Å, forces in eV/Å.

## Properties
**Highest occupied orbital energy**: -4.96 eV
**LUMO**: 4.77 eV
**Charge**: -1

=====

[12]
# CH2NO2

The ion CH2NO2 with charge -1 at a distorted geometry (ωB97M-V with the def2-TZVPD basis set, the OMol25 dataset).

Geometry as XYZ:
```
6
Properties=species:S:1:pos:R:3:forces:R:3
N 0.145 -0.362 -0.622 -1.02 0.36 -1.09
C -0.223 0.231 0.669 1.37 -1.40 -0.04
O 0.610 -0.051 1.570 -0.48 0.52 -0.06
O -1.316 0.810 0.701 -0.05 0.35 -0.09
H -0.271 0.065 -1.441 -0.31 0.06 0.38
H 1.056 -0.693 -0.877 0.49 0.10 0.90
```
Positions in Å, forces in eV/Å.

## Properties
**SMILES**: NC(=O)[O-]
**Highest occupied orbital energy**: -3.76 eV
**LUMO**: 4.78 eV
**Charge**: -1

=====

[13]
# CH2NO2S

The ion CH2NO2S with charge -1 at a distorted geometry (ωB97M-V with the def2-TZVPD basis set, the OMol25 dataset).

Geometry as XYZ:
```
7
Properties=species:S:1:pos:R:3:forces:R:3
N 0.202 -0.547 0.557 -1.09 1.17 1.81
S -1.243 -1.425 -0.045 0.26 1.77 0.69
C -2.590 0.313 0.029 1.31 -0.26 0.15
O -1.913 1.284 0.225 0.91 0.78 0.21
O -3.739 0.045 -0.083 -1.73 -1.13 -0.42
H 0.749 -0.253 -0.243 -0.30 0.46 0.15
H -0.088 0.345 1.199 0.65 -2.78 -2.60
```
Positions in Å, forces in eV/Å.

## Properties
**SMILES**: NSC(=O)[O-]
**Highest occupied orbital energy**: -3.38 eV
**LUMO**: 4.06 eV
**Charge**: -1

=====

[14]
# CH2NO3S

A cluster of 2 separate species, CH2NO3S in total at a distorted geometry (ωB97M-V with the def2-TZVPD basis set, the OMol25 dataset).

Geometry as XYZ:
```
8
Properties=species:S:1:pos:R:3:forces:R:3
C 1.518 0.705 -0.485 1.69 -1.46 -1.72
N 0.866 1.572 0.089 0.95 1.01 -0.18
O -2.079 -1.072 -0.790 0.73 0.67 2.36
O -1.312 -1.728 1.561 -0.35 1.82 -1.50
O -1.007 0.655 0.689 -0.49 -0.43 0.47
S -1.771 -0.606 0.638 -0.75 -2.55 -1.03
H 2.469 0.854 -1.160 -1.23 0.63 1.13
H 1.316 -0.379 -0.542 -0.55 0.31 0.46
```
Positions in Å, forces in eV/Å.

## Properties
**Highest occupied orbital energy (spin up / spin down)**: -3.56 / -4.98 eV
**LUMO (spin up / spin down)**: 3.75 / 3.70 eV
**Charge**: -1

=====

[15]
# CH2NO4

A structure of composition CH2NO4 at a distorted geometry (ωB97M-V with the def2-TZVPD basis set, the OMol25 dataset).

Geometry as XYZ:
```
8
Properties=species:S:1:pos:R:3:forces:R:3
C -2.063 -0.239 -0.163 1.73 2.17 0.37
N -0.252 0.448 -0.526 -1.82 -3.31 -1.64
O -2.657 0.771 -0.386 -0.96 -0.17 -0.26
O -2.005 -1.306 0.333 -0.17 -1.40 -0.10
O 1.506 -1.141 0.185 1.05 0.30 0.14
O 0.801 -0.163 -0.932 0.19 0.35 -0.56
H -0.096 1.238 0.000 0.99 2.56 1.63
H 0.700 -1.466 0.554 -1.02 -0.50 0.42
```
Positions in Å, forces in eV/Å.

## Properties
**Highest occupied orbital energy**: -3.81 eV
**LUMO**: 4.19 eV
**Charge**: -1

=====

[16]
# CH2NO4S

A cluster of 2 separate species, CH2NO4S in total at a distorted geometry (ωB97M-V with the def2-TZVPD basis set, the OMol25 dataset).

Geometry as XYZ:
```
9
Properties=species:S:1:pos:R:3:forces:R:3
C -0.012 -0.209 0.814 -1.51 -0.54 2.81
N -2.032 0.369 1.160 4.36 0.88 -2.27
O -2.165 1.497 0.717 -1.13 -0.08 0.57
O 1.822 1.797 1.276 -0.15 -0.07 0.30
O -2.883 -0.430 1.389 -1.30 -0.67 0.60
O 2.224 -0.563 0.890 1.34 -1.93 -0.99
S 1.527 0.419 1.707 -1.19 2.22 0.30
H -0.255 -1.075 1.428 0.04 -0.22 -0.31
H 0.183 -0.479 -0.202 -0.45 0.39 -1.00
```
Positions in Å, forces in eV/Å.

## Properties
**Highest occupied orbital energy (spin up / spin down)**: -4.31 / -4.31 eV
**LUMO (spin up / spin down)**: 3.82 / 3.82 eV
**Charge**: -1

=====

[17]
# CH2NO4S

A cluster of 2 separate species, CH2NO4S in total at a distorted geometry (ωB97M-V with the def2-TZVPD basis set, the OMol25 dataset).

Geometry as XYZ:
```
9
Properties=species:S:1:pos:R:3:forces:R:3
C 1.489 1.797 -1.270 0.70 -0.58 -0.30
N 0.749 0.879 -0.628 -0.70 0.86 -0.12
O 1.109 -0.331 -0.411 0.02 0.87 0.02
O -3.231 -3.042 1.465 3.44 2.02 -0.98
O -0.428 1.289 -0.228 0.81 -0.96 -0.25
O -1.286 -2.489 2.801 -0.13 0.66 -2.38
S -1.874 -2.362 1.457 -3.17 -2.52 3.27
H 2.555 1.601 -1.564 -1.47 -0.10 0.34
H 0.917 2.659 -1.621 0.51 -0.26 0.40
```
Positions in Å, forces in eV/Å.

## Properties
**Highest occupied orbital energy**: -3.08 eV
**LUMO**: 1.38 eV
**Charge**: -1

=====

[18]
# CH2NOP

The molecule CH2NOP at a distorted geometry (ωB97M-V with the def2-TZVPD basis set, the OMol25 dataset).

Geometry as XYZ:
```
6
Properties=species:S:1:pos:R:3:forces:R:3
C 1.227 0.514 -1.784 1.80 0.92 -2.09
N 0.473 0.107 -1.018 -2.47 -0.90 1.80
O 0.848 -0.036 1.456 -0.04 -0.01 1.31
P -0.246 -0.115 0.507 -1.48 0.03 -1.23
H -0.953 -1.414 0.348 0.67 1.47 0.15
H -1.349 0.943 0.491 1.52 -1.50 0.06
```
Positions in Å, forces in eV/Å.

## Properties
**Highest occupied orbital energy**: -11.65 eV
**LUMO**: 0.44 eV

=====

[19]
# CH2NPS3

A cluster of 2 separate species, CH2NPS3 in total at a distorted geometry (ωB97M-V with the def2-TZVPD basis set, the OMol25 dataset).

Geometry as XYZ:
```
8
Properties=species:S:1:pos:R:3:forces:R:3
C 0.071 1.299 -0.043 -2.19 -0.37 -0.07
N -1.852 0.018 -0.096 0.91 1.96 0.25
P -3.304 0.730 0.041 0.33 -0.06 0.14
S -0.446 2.760 -0.014 0.83 -0.80 0.03
S -4.837 -0.491 -0.017 0.74 0.21 -0.10
S 1.292 0.104 -0.045 -1.03 0.73 0.06
H -1.717 -0.915 -0.367 0.12 -1.61 -0.28
H 2.226 1.053 0.115 0.29 -0.06 -0.03
```
Positions in Å, forces in eV/Å.

## Properties
**Highest occupied orbital energy**: -7.81 eV
**LUMO**: -1.57 eV

=====

[20]
# CH2O

A cluster of 2 separate species, CH2O in total at a distorted geometry (ωB97M-V with the def2-TZVPD basis set, the OMol25 dataset).

Geometry as XYZ:
```
4
Properties=species:S:1:pos:R:3:forces:R:3
C 0.606 -0.133 -0.064 -1.71 4.43 0.80
O 1.740 0.158 0.009 0.12 -0.62 -0.31
H -0.401 1.180 -0.047 1.93 -3.37 -0.24
H 0.152 -1.110 0.046 -0.33 -0.44 -0.26
```
Positions in Å, forces in eV/Å.

## Properties
**Highest occupied orbital energy**: -9.75 eV
**LUMO**: 0.64 eV

=====

Results for energy relative to the best compared isomer or geometry (same formula, charge and spin): 0.0 66.1 92.9 63.2 260.3 277.9 463.1 364.9 177.6 410.7 161.4 13.1 0.0 360.3 182.3 546.7 477.2 90.8 273.8 178.2 (in kJ/mol, following the order of the records).
Results for energy: -695.3032 -695.2780 -695.2678 -827.4656 -258.2466 -333.4419 -408.6092 -408.6466 -656.4151 -656.3263 -313.0381 -244.6124 -642.7828 -717.9042 -394.9289 -793.0881 -793.1145 -510.6109 -1629.8759 -114.4404 (in Eh, following the order of the records).